11
Properties=species:S:1:pos:R:3:forces:R:3:lowdin_charge:R:1 method="wB97M-V/def2-TZVPD" mol_weight_g_mol=78.1 gap_ev="9.6 / 8.2" total_energy_ha=-496.829232 total_charge=0 max_force_ev_per_a=1.6 lumo_energy_ha="-0.0281 / -0.0335" e_homo_ev="-10.3 / -9.2" de_lowest_kcal_mol=98.0 multiplicity=1
C -1.11199 -0.07374 0.32276 -0.354 -0.089 -0.074 -0.19
C 0.01679 0.81415 0.01734 0.880 -0.265 0.768 -0.30
O 2.62982 1.07783 -0.85438 1.289 0.813 0.334 -0.45
P 1.46712 0.20392 -0.79795 -1.026 0.174 -1.171 0.50
H -1.60904 0.20278 1.25270 0.014 -0.087 0.014 0.08
H -1.86488 -0.01110 -0.47095 -0.095 -0.030 -0.014 0.08
H -0.77749 -1.10809 0.36855 -0.145 -0.163 0.095 0.06
H 1.76405 0.03481 1.81764 -0.283 0.225 -0.138 0.14
H -0.00563 1.86313 0.27292 -0.004 0.105 -0.085 0.07
H 1.66657 -1.10879 -0.41264 -0.082 -0.536 0.497 -0.01
H 0.96854 -0.04693 -2.09060 -0.194 -0.148 -0.226 0.01